# 1
C17H18BrClN3OS | wB97M-V/def2-TZVPD

Atoms and positions in Å:
O -1.139 2.263 1.965
C -0.913 3.109 1.168
Cl 0.537 3.235 0.261
C -1.963 4.178 0.862
S -3.424 3.246 0.293
Br -5.029 3.871 1.581
H -1.660 4.912 0.117
H -2.264 4.672 1.790
H -3.698 3.854 -0.881
N 2.684 1.034 4.277
C 2.046 1.142 3.115
C 2.599 0.783 1.895
C 3.892 0.280 1.888
C 4.570 0.157 3.088
C 3.923 0.548 4.252
H 1.037 1.535 3.172
H 2.040 0.883 0.976
H 4.362 -0.016 0.959
H 5.577 -0.233 3.125
H 4.417 0.467 5.213
N -4.457 0.389 -3.039
C -5.635 -0.085 -3.436
C -6.572 -0.635 -2.569
C -6.269 -0.696 -1.220
C -5.044 -0.207 -0.790
C -4.181 0.318 -1.740
H -5.836 -0.022 -4.499
H -7.513 -1.006 -2.948
H -6.972 -1.122 -0.515
H -4.760 -0.244 0.254
H -3.204 0.700 -1.452
N 2.773 -3.918 -0.552
C 3.239 -4.687 -1.532
C 4.212 -4.279 -2.433
C 4.728 -3.000 -2.311
C 4.252 -2.186 -1.295
C 3.280 -2.692 -0.445
H 2.810 -5.681 -1.596
H 4.555 -4.950 -3.208
H 5.488 -2.644 -2.994
H 4.629 -1.181 -1.164
H 2.884 -2.091 0.368

As for the spin multiplicity: 1. The HOMO-LUMO gap is 5.0 eV. The value obtained for the molar mass is 427.8 g mol⁻¹. The total charge is +1.

# 2
C24H26N4O7 | wB97M-V/def2-TZVPD

Atoms and positions in Å:
C 2.800 1.719 -3.000
O 2.711 1.573 -1.606
C 3.857 0.964 -1.041
C 3.569 0.612 0.417
N 2.740 -0.584 0.509
C 3.323 -1.736 0.925
O 4.464 -1.766 1.341
C 2.540 -3.048 0.876
O 1.128 -2.992 0.791
C 0.487 -2.274 1.728
O 1.047 -1.762 2.676
C -0.931 -2.096 1.428
C -1.515 -2.562 0.308
C -2.832 -2.226 -0.114
C -3.551 -2.648 -1.213
C -4.761 -1.935 -1.195
C -4.711 -1.115 -0.097
C -5.673 -0.110 0.418
O -3.554 -1.292 0.562
C 1.489 -0.478 -0.148
C 0.504 0.309 0.404
N 0.682 0.885 1.621
N -0.650 0.568 -0.296
C -1.655 1.476 0.225
C -1.143 2.876 0.461
C -1.826 3.704 1.344
C -1.400 5.001 1.562
C -0.281 5.482 0.903
C 0.404 4.661 0.026
C -0.024 3.364 -0.200
C -0.903 -0.004 -1.532
O -1.931 0.201 -2.141
N 0.076 -0.826 -2.005
C 1.323 -1.093 -1.433
O 2.127 -1.789 -2.020
H 2.912 0.745 -3.491
H 3.649 2.355 -3.280
H 1.873 2.188 -3.328
H 4.710 1.656 -1.096
H 4.111 0.051 -1.597
H 4.501 0.394 0.940
H 3.050 1.449 0.888
H 2.845 -3.618 1.761
H 2.856 -3.580 -0.026
H -1.479 -1.489 2.133
H -0.959 -3.205 -0.358
H -3.238 -3.376 -1.932
H -5.562 -2.004 -1.901
H -5.378 0.891 0.102
H -5.693 -0.131 1.506
H -6.667 -0.315 0.032
H -0.109 1.318 2.067
H 1.305 0.382 2.239
H -2.096 1.059 1.138
H -2.442 1.499 -0.539
H -2.699 3.330 1.861
H -1.940 5.635 2.249
H 0.055 6.494 1.076
H 1.279 5.027 -0.489
H 0.528 2.734 -0.881
H -0.096 -1.235 -2.917

As for the spin multiplicity: 1. The HOMO-LUMO gap is 7.9 eV. Its energy above the lowest of the compared OMol25 structures with the same formula, charge and spin is 2.2 kcal per mole. The value obtained for the molar mass is 482.5 g mol⁻¹. The structure (SMILES) is COCCN(C(=O)COC(=O)/C=C/c1ccc(C)o1)c1c(N)n(Cc2ccccc2)c(=O)[nH]c1=O.

# 3
C26H26BrCoN2OP2Te4 | wB97M-V/def2-TZVPD

Atoms and positions in Å:
Co 0.112 0.662 0.183
Br -4.764 -3.311 3.669
C -3.816 -2.036 2.607
C -4.346 -1.652 1.381
C -3.636 -0.721 0.627
C -2.430 -0.164 1.057
O -1.826 0.735 0.308
C -1.877 -0.600 2.313
C -0.625 -0.166 2.797
N 0.266 0.528 2.060
C 1.477 0.927 2.585
C 1.699 1.111 3.940
C 2.934 1.573 4.389
C 3.923 1.830 3.477
C 3.766 1.626 2.080
C 5.034 1.903 1.378
C 5.605 1.475 0.250
C 2.748 1.319 -0.808
N 2.032 0.992 0.320
C 2.505 1.189 1.606
C -2.624 -1.534 3.072
H -5.281 -2.063 1.027
H -4.016 -0.399 -0.336
H -0.313 -0.528 3.774
H 0.888 0.954 4.637
H 3.104 1.746 5.444
H 4.883 2.194 3.823
H 5.664 2.569 1.963
H 6.587 1.842 -0.017
H 2.182 1.037 -1.687
H -2.233 -1.869 4.025
Te 4.656 0.320 -1.165
Te 3.039 3.496 -1.120
Te 0.432 6.481 -0.176
Te 0.880 3.979 0.438
C -0.458 -3.139 0.511
P -0.023 -1.673 -0.487
C 1.442 -2.279 -1.408
C -1.296 -1.660 -1.810
C -2.053 -2.777 -2.150
C -3.021 -2.706 -3.139
C -3.237 -1.509 -3.807
C -2.490 -0.390 -3.475
C -1.527 -0.447 -2.472
P -0.550 1.034 -1.986
C 0.494 1.257 -3.478
C -1.707 2.424 -2.165
H -1.473 -3.031 0.896
H 0.219 -3.171 1.366
H -0.363 -4.072 -0.050
H 1.252 -3.236 -1.899
H 2.281 -2.379 -0.717
H 1.726 -1.542 -2.161
H -1.902 -3.712 -1.626
H -3.611 -3.581 -3.381
H -3.994 -1.444 -4.579
H -2.677 0.540 -3.997
H -0.135 1.331 -4.368
H 1.172 0.411 -3.605
H 1.085 2.169 -3.378
H -2.186 2.434 -3.144
H -1.146 3.353 -2.043
H -2.449 2.351 -1.372

As for the spin multiplicity: 4. The HOMO-LUMO gap (spin up / spin down) is 4.3 / 4.6 eV. Its energy above the lowest of the compared OMol25 structures with the same formula, charge and spin is 0.0 kcal per mole. The value obtained for the molar mass is 1093.7 g mol⁻¹. The total charge is -1. As for the expectation value of S²: 3.813.

# 4
C5H11NO2 | wB97M-V/def2-TZVPD

Atoms and positions in Å:
H -2.228 -1.659 0.750
N -2.551 -0.692 0.817
C -1.774 0.107 0.228
C -2.033 1.581 0.247
C -0.546 -0.355 -0.576
O -0.715 -1.679 -1.068
C 0.629 -0.334 0.364
O 1.872 0.280 -0.393
C 3.121 -0.201 0.078
H -2.868 1.792 0.910
H -1.144 2.123 0.565
H -2.287 1.927 -0.757
H -0.373 0.344 -1.402
H -1.419 -1.686 -1.726
H 1.096 0.764 0.692
H 0.869 -1.353 0.688
H 3.274 0.116 1.115
H 3.896 0.220 -0.561
H 3.183 -1.295 0.030

As for the spin multiplicity: 1. The HOMO-LUMO gap is 9.9 eV. Its energy above the lowest of the compared OMol25 structures with the same formula, charge and spin is 103.3 kcal per mole. The value obtained for the molar mass is 117.1 g mol⁻¹. The structure (SMILES) is [H]/N=C(/C)[C@H](O)COC.